[1]
Entry from the Open Molecules 2025 dataset: a structure of composition C55H45ClFHfN11Si in a non-equilibrium geometry (the ωB97M-V functional and the def2-TZVPD basis).

CARTESIAN COORDINATES (ANGSTROEM)
Hf: -0.0335 -0.1645 0.0167
C: -5.5745 2.7129 -2.9573
C: -5.8150 1.4179 -3.4293
C: -5.0266 0.3500 -3.0362
C: -3.9757 0.6158 -2.1701
C: -2.9764 -0.2299 -1.5443
N: -2.1408 0.5215 -0.7599
C: -2.5869 1.8123 -0.8194
N: -2.1901 2.8434 -0.1029
C: -1.4070 2.7192 0.9443
C: -1.2910 3.7779 1.9316
C: -1.7144 5.0992 1.9415
C: -1.4882 5.8357 3.0914
C: -0.8542 5.2659 4.2016
C: -0.4248 3.9507 4.1874
C: -0.6478 3.2098 3.0346
C: -0.3796 1.8281 2.6773
N: 0.0587 0.9610 3.5612
C: 0.1294 -0.3313 3.3465
N: -0.2131 -1.0223 2.2094
C: -0.0762 -2.3552 2.4935
N: -0.4335 -3.3847 1.7538
C: -1.0820 -3.2415 0.6179
N: -1.4593 -2.0665 0.0453
C: -2.2464 -2.3702 -1.0282
N: -2.9782 -1.5357 -1.7234
C: -2.2983 -3.8112 -1.2228
C: -2.8807 -4.6074 -2.1952
C: -2.7157 -5.9789 -2.0862
C: -2.0106 -6.5379 -1.0182
C: -1.4375 -5.7408 -0.0395
C: -1.5706 -4.3685 -0.1666
C: 0.4628 -2.5321 3.8305
C: 0.8450 -3.6550 4.5493
C: 1.3025 -3.4631 5.8414
C: 1.3709 -2.1846 6.4044
C: 1.0040 -1.0627 5.6816
C: 0.5574 -1.2529 4.3836
N: -0.7850 1.5853 1.3900
C: -3.7294 1.9118 -1.7079
C: -4.5347 2.9768 -2.0833
H: -6.2264 3.5159 -3.2759
H: -6.6379 1.2527 -4.1125
H: -5.2243 -0.6572 -3.3779
H: -2.2027 5.5220 1.0734
H: -1.8028 6.8702 3.1359
H: -0.6947 5.8639 5.0893
H: 0.0735 3.5065 5.0386
H: -3.4357 -4.1636 -3.0112
H: -3.1440 -6.6317 -2.8355
H: -1.9025 -7.6129 -0.9561
H: -0.8998 -6.1732 0.7937
H: 0.7878 -4.6397 4.1052
H: 1.6113 -4.3147 6.4335
H: 1.7189 -2.0719 7.4227
H: 1.0622 -0.0680 6.1026
H: -4.3450 3.9672 -1.6918
C: 1.2248 -0.2772 -4.7780
Si: -0.3156 -0.3937 -3.6613
C: -1.0193 1.3659 -3.6286
C: -1.6327 -1.3367 -4.6656
N: 0.1322 -1.0351 -2.0884
C: 0.7387 -2.2769 -2.0933
C: 0.7905 -3.1539 -3.2010
C: 1.4327 -4.3755 -3.1732
C: 2.0731 -4.8292 -2.0277
C: 2.0431 -4.0180 -0.9084
C: 1.3921 -2.8110 -0.9792
F: 1.4004 -2.0640 0.1988
H: 0.9870 0.3057 -5.6700
H: 1.5714 -1.2598 -5.1002
H: 2.0768 0.1987 -4.2876
H: -0.5854 1.9264 -4.4589
H: -0.8314 1.9183 -2.7125
H: -2.0941 1.3540 -3.7949
H: -2.0673 -0.6519 -5.3973
H: -2.4386 -1.6914 -4.0251
H: -1.2456 -2.1952 -5.2168
H: 0.3015 -2.8471 -4.1123
H: 1.4431 -4.9837 -4.0688
H: 2.5827 -5.7813 -2.0041
H: 2.5199 -4.2962 0.0224
Cl: 0.9181 4.8666 -4.7386
C: 0.8830 4.6689 -3.0236
C: 0.5904 5.7393 -2.1956
C: 0.6295 5.5274 -0.8284
C: 0.8954 4.2496 -0.3594
N: 1.1151 3.2080 -1.1557
C: 1.1496 3.4288 -2.4647
H: 0.3522 6.7068 -2.6157
H: 0.4480 6.3374 -0.1355
H: 0.9616 4.0500 0.7027
H: 1.4053 2.5878 -3.0961
C: 3.8605 -2.1414 2.0495
N: 3.9898 -0.9018 2.7846
C: 5.3720 -0.5656 3.0533
C: 3.1176 0.1706 2.3168
C: 3.2395 0.5985 0.8633
C: 4.4765 1.1271 0.4883
C: 4.7772 1.4166 -0.8303
C: 3.8193 1.1490 -1.7919
C: 2.5640 0.7175 -1.3986
C: 2.1783 0.4682 -0.0660
H: 4.5186 -2.8857 2.5016
H: 4.1309 -2.0469 0.9858
H: 2.8335 -2.4997 2.1260
H: 5.7774 -1.3171 3.7360
H: 5.4284 0.4058 3.5461
H: 6.0135 -0.5486 2.1593
H: 3.2921 1.0270 2.9757
H: 2.1048 -0.1754 2.4855
H: 5.2183 1.3208 1.2531
H: 5.7431 1.8217 -1.1047
H: 4.0373 1.2967 -2.8439
H: 1.8422 0.5511 -2.1860

As for the highest occupied orbital energy (alpha / beta): -0.23885 / -0.23924 Eh. The total energy is -3623.00674 Ha. The net charge is 0. For the relative energy (zero: lowest compared OMol25 entry of this formula, charge and spin), the calculation gives 64.3 kJ/mol.

Results of the Mulliken charge analysis, in e, for atoms 1 through 4: Hf 2.023; C -0.712; C -0.844; C -0.176

---

[2]
Entry from the Open Molecules 2025 dataset: a structure of composition C55H47InN9O6 in a non-equilibrium geometry (the ωB97M-V functional and the def2-TZVPD basis).

CARTESIAN COORDINATES (ANGSTROEM)
In: 0.0947 0.1106 0.1267
C: 3.2795 -3.0550 1.8387
O: 3.6892 -2.9911 0.4871
C: 2.7826 -3.5002 -0.4334
C: 3.2479 -4.4092 -1.3490
C: 2.3910 -4.9752 -2.2967
C: 1.0650 -4.6307 -2.2935
C: 0.5672 -3.6465 -1.4278
C: -0.8203 -3.3203 -1.4710
N: -1.3087 -2.2119 -1.0329
N: -2.6186 -1.9802 -1.1948
C: -3.2134 -1.2050 -0.3718
O: -2.6077 -0.6406 0.7323
C: -4.5759 -0.7545 -0.6138
C: -5.2640 -0.0737 0.3929
C: -6.5469 0.3832 0.1759
C: -7.1661 0.1747 -1.0456
C: -6.4843 -0.4922 -2.0551
C: -5.2020 -0.9572 -1.8458
C: 1.4307 -3.0107 -0.4730
O: 1.0413 -2.1102 0.3250
H: 4.0582 -2.5593 2.4174
H: 2.3301 -2.5419 1.9952
H: 3.1913 -4.0991 2.1654
H: 4.2944 -4.6811 -1.3285
H: 2.7748 -5.7020 -2.9967
H: 0.3868 -5.0829 -3.0068
H: -1.4970 -4.0930 -1.8618
H: -4.7781 0.1025 1.3397
H: -7.0597 0.9107 0.9660
H: -8.1719 0.5357 -1.2107
H: -6.9589 -0.6397 -3.0149
H: -4.6495 -1.4640 -2.6219
C: -0.9053 5.5247 1.7126
C: -1.9330 4.9354 2.4365
C: -2.0095 3.5634 2.5437
C: -1.0450 2.7464 1.9319
C: -0.0064 3.3523 1.2143
C: 0.0543 4.7254 1.1059
N: -1.0276 1.3796 2.0654
N: -1.9223 0.8808 2.8465
C: -2.0653 -0.4603 3.0017
C: -2.0506 -1.0152 4.2857
C: -2.3203 -2.3525 4.4872
C: -2.6540 -3.1682 3.4172
C: -2.7374 -2.6323 2.1382
C: -2.4521 -1.2989 1.9255
H: -0.8509 6.6026 1.6316
H: -2.6766 5.5553 2.9243
H: -2.8009 3.0894 3.1047
H: 0.7480 2.7171 0.7765
H: 0.8564 5.1911 0.5484
H: -1.7884 -0.3689 5.1100
H: -2.2696 -2.7538 5.4902
H: -2.8613 -4.2189 3.5678
H: -3.0452 -3.2510 1.3071
C: 5.9570 0.3311 -6.1041
O: 5.3705 0.2268 -4.8367
C: 5.8757 -0.6999 -3.9480
C: 6.9676 -1.5104 -4.1862
C: 7.3894 -2.4112 -3.2161
C: 6.7090 -2.5034 -2.0194
C: 5.6130 -1.6946 -1.7665
C: 5.1825 -0.7806 -2.7193
N: 4.0798 0.0412 -2.5921
C: 3.2594 0.3384 -1.5087
N: 3.8948 0.3877 -0.3228
C: 3.4462 0.4199 1.0043
C: 2.1216 0.4234 1.4094
C: 1.8500 0.3605 2.7697
C: 2.8548 0.3504 3.7154
C: 4.1813 0.3832 3.3145
C: 4.4824 0.4047 1.9668
O: 5.7864 0.3844 1.4766
C: 6.8213 0.1851 2.3999
N: 2.0247 0.6379 -1.7024
C: 1.4640 0.5681 -2.9752
C: 0.6230 -0.4846 -3.3076
C: 0.0310 -0.5603 -4.5569
C: 0.2671 0.4279 -5.4909
C: 1.0797 1.5055 -5.1734
C: 1.6819 1.5844 -3.9296
O: 2.5344 2.5979 -3.5496
C: 2.8350 3.5764 -4.5040
H: 5.3989 1.1102 -6.6233
H: 5.8718 -0.6049 -6.6676
H: 7.0106 0.6280 -6.0429
H: 7.5023 -1.4541 -5.1223
H: 8.2458 -3.0392 -3.4103
H: 7.0186 -3.2151 -1.2690
H: 5.0684 -1.8201 -0.8463
H: 3.7301 0.3797 -3.4783
H: 4.8926 0.2261 -0.3763
H: 0.8223 0.3155 3.0973
H: 2.6222 0.2977 4.7704
H: 4.9605 0.3757 4.0623
H: 7.7366 0.1054 1.8128
H: 6.6841 -0.7397 2.9734
H: 6.9137 1.0264 3.0992
H: 0.4700 -1.2569 -2.5722
H: -0.6011 -1.4014 -4.7973
H: -0.1668 0.3706 -6.4780
H: 1.2306 2.2754 -5.9145
H: 3.5644 4.2414 -4.0453
H: 1.9501 4.1578 -4.7843
H: 3.2711 3.1328 -5.4061
N: -3.3303 5.1133 -5.1975
C: -2.8600 4.4527 -4.3773
C: -2.2781 3.6683 -3.3743
C: -3.0432 2.7826 -2.5942
C: -2.4272 2.1214 -1.5572
N: -1.1416 2.2684 -1.2383
C: -0.4021 3.0589 -2.0166
C: -0.9065 3.7707 -3.0779
H: -4.0981 2.6528 -2.7908
H: -2.9894 1.4506 -0.9221
H: 0.6386 3.1324 -1.7369
H: -0.2808 4.4354 -3.6535

As for the highest occupied orbital energy (alpha / beta): -0.10780 / -0.12689 Eh. The total energy is -3258.35956 Ha. The net charge is -1.

Results of the Mulliken charge analysis, in e, for atoms 1 through 4: In 1.335; C -0.712; O -0.267; C -0.271

---

[3]
Entry from the Open Molecules 2025 dataset: a structure of composition C55H48BrCl2F3N4O2PSbSiSr (the ωB97M-V functional and the def2-TZVPD basis).

CARTESIAN COORDINATES (ANGSTROEM)
Sr: -0.2690 0.1928 0.0464
Br: 2.1031 3.8150 -6.0093
C: 3.0930 4.2497 -4.4569
C: 3.9150 3.2881 -3.8894
C: 4.6117 3.5840 -2.7311
C: 4.4924 4.8477 -2.1584
C: 3.7244 5.8236 -2.7735
C: 2.9966 5.5201 -3.9149
N: 5.2978 5.2439 -1.0233
N: 5.3249 4.5756 0.0209
C: 4.3869 3.5103 0.2381
C: 4.8917 2.3154 0.6846
C: 4.0787 1.1905 0.8637
C: 2.7054 1.2526 0.6474
O: 1.9088 0.2425 0.7966
C: 2.1576 2.5401 0.2622
N: 0.8032 2.6239 0.1146
C: 0.2638 3.7890 -0.1498
C: 1.0045 4.9797 -0.2577
C: 2.3614 4.9136 -0.1325
C: 2.9903 3.6681 0.0898
H: 4.0011 2.3119 -4.3452
H: 5.2476 2.8353 -2.2810
H: 3.6895 6.8186 -2.3481
H: 2.3745 6.2677 -4.3872
H: 5.9587 2.2413 0.8628
H: 4.5043 0.2509 1.1939
H: -0.8150 3.8077 -0.2694
H: 0.4948 5.9182 -0.4244
H: 2.9624 5.8151 -0.1713
N: -2.8135 1.6001 -0.4521
C: -4.0752 0.9957 -0.2525
C: -5.2014 1.8207 -0.1500
C: -6.4647 1.2957 0.0337
C: -6.6452 -0.0805 0.1101
C: -5.5363 -0.8998 0.0349
C: -4.2444 -0.3907 -0.1245
P: -2.8271 -1.5429 -0.0298
C: -3.3231 -2.6026 1.3757
C: -3.9969 -3.8166 1.2801
C: -4.3345 -4.5284 2.4238
C: -4.0184 -4.0292 3.6787
C: -3.3530 -2.8153 3.7872
C: -2.9980 -2.1178 2.6440
C: -3.0241 -2.6102 -1.4897
C: -3.6818 -2.1499 -2.6290
C: -3.7681 -2.9452 -3.7612
C: -3.2073 -4.2152 -3.7673
C: -2.5424 -4.6762 -2.6408
C: -2.4380 -3.8727 -1.5145
H: -2.2961 1.1728 -1.2370
H: -2.9254 2.5878 -0.6322
H: -5.0732 2.8948 -0.2316
H: -7.3135 1.9641 0.1064
H: -7.6324 -0.5030 0.2400
H: -5.6675 -1.9719 0.1206
H: -4.2621 -4.2122 0.3072
H: -4.8559 -5.4731 2.3318
H: -4.2841 -4.5854 4.5688
H: -3.1032 -2.4220 4.7657
H: -2.4662 -1.1756 2.7379
H: -4.1244 -1.1618 -2.6330
H: -4.2786 -2.5692 -4.6388
H: -3.2858 -4.8395 -4.6485
H: -2.0942 -5.6615 -2.6377
H: -1.8996 -4.2466 -0.6488
F: 1.6938 -8.3082 -2.7705
C: 1.6240 -7.0933 -2.1931
C: 2.2018 -6.9170 -0.9483
C: 2.1260 -5.6640 -0.3629
C: 1.4782 -4.6049 -0.9996
C: 0.9161 -4.8258 -2.2509
C: 0.9833 -6.0728 -2.8624
Sb: 1.4357 -2.6531 -0.1363
C: 0.9831 -3.3261 1.8335
C: 1.5126 -2.7206 2.9700
C: 1.1561 -3.1570 4.2418
C: 0.2366 -4.1806 4.3530
F: -0.1323 -4.5906 5.5843
C: -0.3263 -4.7953 3.2518
C: 0.0600 -4.3602 1.9936
C: 3.5358 -2.3977 -0.0044
C: 4.3100 -2.8542 1.0567
C: 5.6832 -2.6465 1.0821
C: 6.2667 -1.9826 0.0210
F: 7.5978 -1.7745 0.0376
C: 5.5341 -1.5206 -1.0545
C: 4.1632 -1.7291 -1.0516
H: 2.6993 -7.7469 -0.4645
H: 2.5800 -5.5193 0.6117
H: 0.4130 -4.0229 -2.7755
H: 0.5545 -6.2531 -3.8396
H: 2.2161 -1.8995 2.8778
H: 1.5816 -2.7125 5.1322
H: -1.0479 -5.5906 3.3829
H: -0.3625 -4.8585 1.1270
H: 3.8502 -3.3778 1.8877
H: 6.2967 -2.9915 1.9035
H: 6.0336 -1.0010 -1.8614
H: 3.5848 -1.3449 -1.8867
Cl: -0.0058 0.5343 3.3723
C: -0.5428 -0.0868 4.9475
Cl: 0.7383 0.0182 6.1533
H: -0.8208 -1.1269 4.8198
H: -1.3744 0.5177 5.2856
C: -1.7070 0.7797 -4.7859
Si: -0.4777 0.0886 -3.5461
C: 0.1004 -1.5968 -4.1456
C: 1.0266 1.2290 -3.5256
O: -1.1022 0.0113 -2.0563
H: -1.2913 0.7913 -5.7975
H: -1.9821 1.8078 -4.5330
H: -2.6229 0.1821 -4.8065
H: 0.4393 -1.5688 -5.1851
H: -0.7127 -2.3270 -4.0737
H: 0.9359 -1.9558 -3.5367
H: 1.4518 1.3572 -4.5264
H: 1.8226 0.8434 -2.8763
H: 0.7606 2.2261 -3.1589

As for the highest occupied orbital energy: -0.26671 Eh. The total energy is -7190.14130 Ha. The net charge is 0. For the relative energy (zero: lowest compared OMol25 entry of this formula, charge and spin), the calculation gives 10.9 kJ/mol.

Results of the Mulliken charge analysis, in e, for atoms 1 through 4: Sr 0.911; Br -0.155; C -0.085; C -0.191